Model w:
# H20O10

A cluster of 10 separate species, H20O10 in total (ωB97M-V with the def2-TZVPD basis set, the OMol25 dataset).

Each line ends with the natural charge from an NBO analysis.
CARTESIAN COORDINATES (ANGSTROEM)
1 O -2.21195 -0.59139 1.06348  -1.0057
2 H -3.05618 -0.80650 1.65411  0.5053
3 H -1.72220 -1.42865 0.96844  0.5053
4 O -0.31491 0.13960 2.88226  -0.9455
5 H -0.76756 -0.02533 2.17948  0.4679
6 H -0.46663 1.04788 3.21716  0.4874
7 O 2.58395 1.85164 -1.47336  -0.9383
8 H 3.12148 1.02941 -1.29877  0.4444
9 H 1.66328 1.59932 -1.26058  0.4876
10 O -0.32330 3.12532 -0.08543  -0.9669
11 H 0.06725 2.17402 -0.13668  0.4898
12 H 0.17807 3.63203 0.49040  0.4641
13 O -2.92552 0.89153 -1.32473  -0.9307
14 H -2.75141 0.33631 -0.58568  0.4793
15 H -3.69654 0.46059 -1.60338  0.4622
16 O -1.28137 0.23954 -3.35748  -0.9588
17 H -1.65217 0.48545 -2.54901  0.4773
18 H -0.36750 0.56281 -3.18849  0.4620
19 O 0.46722 0.31037 -0.43266  -0.9964
20 H -0.36231 -0.14414 -0.25228  0.4892
21 H 1.16516 -0.36548 -0.25799  0.5043
22 O 2.45143 -1.59562 0.13502  -0.9364
23 H 3.02908 -1.30177 -0.62573  0.4770
24 H 2.66551 -2.47882 -0.19867  0.4825
25 O -0.71271 -2.62868 0.04035  -0.9320
26 H -1.23677 -2.90656 -0.61010  0.4664
27 H -0.13863 -3.38705 -0.12453  0.4822
28 O 2.48573 0.18585 2.41901  -0.9661
29 H 2.57115 -0.51479 1.76965  0.4607
30 H 1.53835 0.10309 2.54617  0.4819

As for the multiplicity: 1. The SMILES is O.O.O.O.O.O.O.O.O.O.



Model x:
# H20O10

A cluster of 10 separate species, H20O10 in total (ωB97M-V with the def2-TZVPD basis set, the OMol25 dataset).

Each line ends with the natural charge from an NBO analysis.
CARTESIAN COORDINATES (ANGSTROEM)
1 H 0.02632 -0.43922 -0.66004  0.4719
2 H -0.32081 -0.04825 0.76709  0.4806
3 H 2.36011 2.37695 2.90970  0.4691
4 H 1.45786 1.81472 3.99592  0.4683
5 H -0.03206 -2.24499 2.26600  0.4388
6 H -0.97670 -2.49058 1.10094  0.4713
7 H -3.44586 2.93586 -0.43569  0.4503
8 H -3.63041 2.80424 -1.93857  0.4659
9 H -3.50217 -2.53171 -0.83370  0.4608
10 H -4.52892 -1.42072 -0.68699  0.4765
11 H 2.88419 -0.18590 -1.11958  0.4939
12 H 2.13160 0.82399 -0.26882  0.4401
13 H 2.63455 -2.21781 1.44023  0.4599
14 H 1.99629 -1.62257 0.19590  0.4633
15 H -1.99560 3.54936 0.53392  0.4537
16 H -1.67293 4.43668 -0.65712  0.4615
17 H -1.16801 -2.52664 -0.60447  0.4615
18 H -0.95436 -4.02779 -0.49982  0.4600
19 H 4.47019 0.58227 -3.10662  0.4536
20 H 4.07540 1.48790 -1.95162  0.4838
21 O -0.57626 -0.65284 0.06125  -0.9444
22 O 1.43189 2.25612 3.13949  -0.9370
23 O -0.11053 -2.12477 1.31291  -0.9295
24 O -3.53626 2.27944 -1.13564  -0.9196
25 O -4.25808 -2.26109 -0.30045  -0.9370
26 O 2.48448 0.69041 -1.15574  -0.9346
27 O 2.50662 -2.38192 0.49912  -0.9245
28 O -1.29203 3.75522 -0.09186  -0.9115
29 O -0.47544 -3.19159 -0.51972  -0.9124
30 O 4.01693 0.57526 -2.25603  -0.9344

As for the multiplicity: 1. The SMILES is O.O.O.O.O.O.O.O.O.O.



Which is most stable? The ranking, best first, is model w, model x.



Model w:
# H20O10

A cluster of 10 separate species, H20O10 in total (ωB97M-V with the def2-TZVPD basis set, the OMol25 dataset).

Each line ends with the natural charge from an NBO analysis.
CARTESIAN COORDINATES (ANGSTROEM)
1 O 0.64900 -0.01113 0.94850  -0.8304
2 H 0.59300 -0.20313 -0.00850  0.5824
3 H 0.07300 -0.71713 1.49850  0.5800
4 H 0.35700 0.91187 1.08850  0.5596
5 O 0.11500 -0.16813 -1.62450  -1.2709
6 H 0.09200 0.03187 -2.52150  0.4733
7 O -1.24700 1.98287 1.63250  -0.9583
8 H -2.19100 1.85987 1.52550  0.4892
9 H -1.12300 2.84587 1.91050  0.4807
10 O -0.99600 -1.17113 2.94450  -0.9276
11 H -0.16400 -1.51713 3.17750  0.4815
12 H -1.19900 -0.59413 3.68050  0.4843
13 O 0.79200 -3.07013 1.25550  -1.0044
14 H 0.86700 -3.19013 0.19850  0.5195
15 H 0.11000 -3.90413 1.24550  0.4774
16 O 2.70200 -0.66113 -1.89950  -1.0191
17 H 3.04900 -1.29513 -1.22150  0.4601
18 H 1.67900 -0.54113 -1.89550  0.4990
19 O -0.26600 -2.78413 -1.43950  -1.0347
20 H -0.07100 -1.82113 -1.68350  0.5139
21 H -1.18700 -2.97013 -1.71850  0.4764
22 O -2.56100 0.33287 -1.00850  -0.9648
23 H -1.66200 0.01687 -1.01350  0.5033
24 H -2.80300 0.59687 -0.14750  0.4418
25 O 2.66600 3.28087 0.50350  -0.8857
26 H 2.11100 3.90487 0.76750  0.4444
27 H 2.59000 2.81087 1.28450  0.4429
28 O -0.82400 2.30787 -2.58450  -0.9997
29 H -1.85700 2.08487 -2.73850  0.4947
30 H -0.29400 1.65087 -2.15650  0.4913

As for the multiplicity: 1.



Model x:
# H20O10

A cluster of 10 separate species, H20O10 in total (ωB97M-V with the def2-TZVPD basis set, the OMol25 dataset).

Each line ends with the natural charge from an NBO analysis.
CARTESIAN COORDINATES (ANGSTROEM)
1 O -0.07106 -0.47226 -0.42943  -0.9835
2 H -0.55420 0.34914 -0.33939  0.5037
3 H 0.77099 -0.21544 -0.80523  0.4883
4 O -3.19686 -1.35127 1.03758  -0.9489
5 H -3.21099 -0.71972 0.31843  0.4793
6 H -2.87201 -2.15953 0.64082  0.4726
7 O 1.28084 2.18045 -0.06662  -0.9596
8 H 0.66849 2.91077 -0.15549  0.4792
9 H 2.14329 2.57235 -0.20389  0.4827
10 O -0.73163 1.83768 2.97776  -0.9446
11 H -0.65602 1.08855 2.38673  0.4824
12 H -1.65960 1.86692 3.21066  0.4709
13 O -0.35109 -2.45186 -2.71197  -0.9409
14 H -0.10620 -2.42474 -1.78703  0.4778
15 H -0.52125 -1.53844 -2.94206  0.4629
16 O 0.78593 0.97124 -3.45366  -0.9418
17 H 0.66982 0.30679 -4.13283  0.4748
18 H 1.61742 0.74544 -3.03668  0.4681
19 O -1.94508 1.89269 0.38198  -0.9667
20 H -1.48812 2.38487 1.06402  0.4899
21 H -1.91288 2.46173 -0.38704  0.4730
22 O 2.62971 -2.18298 -0.87582  -0.9335
23 H 3.08275 -1.34882 -0.99898  0.4618
24 H 1.93554 -1.98838 -0.24614  0.4733
25 O -0.32847 -1.36887 2.16856  -0.9968
26 H -0.29890 -1.16596 1.23358  0.4900
27 H -1.23985 -1.61097 2.33289  0.4952
28 O 2.21946 -0.32135 1.63900  -0.9675
29 H 1.92478 0.49951 1.24456  0.4689
30 H 1.41524 -0.74740 1.93557  0.4891

As for the multiplicity: 1. The SMILES is O.O.O.O.O.O.O.O.O.O.



Which is most stable? The ranking, best first, is model x, model w.